1.
Here is a 7-piece molecular cluster, BH16O6 overall at a distorted geometry from the OMol25 dataset. Energies are from ωB97M-V with the def2-TZVPD basis set.

Output
* net charge: -1
* DFT total energy: -485.85319 Ha
* Kohn-Sham gap: 9.149 eV

Atoms and positions in Å:
B: 0.45 0.17 -0.40
H: 0.28 0.41 0.63
H: 0.17 1.28 -1.12
H: 1.54 -0.29 -0.46
H: -0.40 -0.74 -0.73
O: -2.78 1.06 -0.10
H: -3.16 1.48 -0.99
H: -1.83 1.20 -0.19
O: 1.24 -2.41 -2.55
H: 1.01 -1.72 -1.90
H: 2.11 -2.75 -2.25
O: -1.71 2.51 2.78
H: -1.18 1.90 2.25
H: -1.66 2.00 3.63
O: 3.96 1.48 -1.02
H: 3.52 1.87 -1.69
H: 3.15 0.86 -0.75
O: 1.84 -1.69 2.43
H: 1.67 -1.40 3.27
H: 1.51 -0.89 1.95
O: -3.60 -1.72 -1.08
H: -2.63 -1.90 -0.90
H: -3.50 -0.72 -0.82

Löwdin population analysis, charges in e, atoms 1 to 4: B -0.40; H -0.14; H 0.01; H -0.07

---

2.
Here is a 9-piece molecular cluster, BH20O8 overall at a distorted geometry from the OMol25 dataset. Energies are from ωB97M-V with the def2-TZVPD basis set.

Output
* net charge: -1
* DFT total energy: -638.73333 Ha
* Kohn-Sham gap: 9.563 eV

Atoms and positions in Å:
B: 9.89 -59.80 -12.74
H: 9.95 -60.39 -11.59
H: 9.67 -58.64 -12.58
H: 10.77 -60.08 -13.45
H: 8.91 -60.32 -13.43
O: 8.67 -59.16 -9.05
H: 9.10 -60.03 -9.00
H: 8.09 -59.18 -9.92
O: 7.02 -58.93 -11.25
H: 7.12 -57.90 -11.03
H: 7.71 -58.81 -11.80
O: 9.80 -62.63 -14.56
H: 10.02 -63.28 -13.82
H: 9.49 -61.90 -14.17
O: 12.21 -58.94 -10.70
H: 11.36 -59.08 -11.35
H: 12.07 -58.04 -10.33
O: 12.54 -61.68 -10.05
H: 12.46 -60.84 -10.32
H: 12.28 -62.27 -10.82
O: 9.23 -58.64 -15.74
H: 9.48 -59.21 -14.90
H: 9.99 -58.66 -16.26
O: 13.61 -58.41 -13.26
H: 13.06 -58.78 -12.53
H: 14.45 -58.06 -12.83
O: 10.37 -63.24 -11.78
H: 10.35 -62.28 -11.73
H: 9.92 -63.66 -11.05

Löwdin population analysis, charges in e, atoms 1 to 4: B -0.40; H 0.00; H -0.02; H -0.03